Formula: C6H14N6O4
Source: the Open Molecules 2025 dataset
Level of theory: wB97M-V/def2-TZVPD

Structure (XYZ):
```
30
Properties=species:S:1:pos:R:3:mulliken_charge:R:1
N -0.9160 -0.2420 -1.1611 0.017
H -3.4368 0.5108 -1.3573 0.174
H -2.5948 -1.3453 -1.6146 0.526
H 0.2706 -2.6374 0.7934 0.352
H 0.0928 -0.2359 -0.8664 0.246
H 0.4522 1.8234 -1.3073 0.210
N 2.5836 0.5178 -0.3322 1.423
N 3.5609 -0.2748 -0.4797 -0.565
H 0.9980 1.3786 1.2785 0.430
H -2.1772 -2.8899 0.5906 0.379
H -1.1460 -2.1657 -1.5595 0.378
O 2.4808 1.3007 0.6763 -0.953
C -1.6577 -1.4106 -1.0279 -1.213
H 4.1326 0.5222 1.2092 0.238
C 0.1286 -0.7928 1.7181 -0.238
N 4.4378 -0.0081 0.4589 -0.277
N -2.7643 1.1966 -1.3789 -0.358
C -0.5903 0.4617 2.1194 0.378
H -3.0043 2.0806 -1.8576 0.248
O 0.1430 1.5183 1.7928 -0.588
O -1.5711 0.5795 2.7852 -0.603
C -1.7858 -1.8487 0.4718 -0.429
N -0.5376 1.9804 -1.4816 -0.367
O 1.5516 0.3147 -1.0763 -0.969
H 1.1960 -0.6618 1.8790 0.484
C -0.3631 -1.8448 1.1128 -0.381
C -1.4605 1.0094 -1.2841 0.807
H -0.7087 2.9751 -1.5748 0.201
H -2.4506 -1.0960 0.9524 0.238
H 5.1362 -0.7159 0.5210 0.213
```

Properties
LUMO energy = 0.1549 eV
total charge = 0
relative energy (zero: lowest compared OMol25 entry of this formula, charge and spin) = 0.0 kcal per mole